## one
This record from OMol25 describes C3H7N3O2 in the gas phase. The level of theory is ωB97M-V with the def2-TZVPD basis set.

As for the SMILES: CN(C=O)O/C=N/N. The calculation puts the HOMO energy at -9.25 eV. As for the spin multiplicity: 1. Its lowest unoccupied orbital energy is 0.62 eV.

Geometry as XYZ:
```
15
Properties=species:S:1:pos:R:3:lowdin_charge:R:1
C -1.032 0.459 -1.760 -0.1260
N -0.029 -0.188 -1.093 -0.2440
C 0.649 -1.360 -1.193 -0.3485
O 1.740 -1.690 -0.830 0.0796
O 0.858 0.853 -0.631 -0.0901
C 1.057 0.518 0.852 -0.0839
N 0.021 -0.072 1.449 -0.1164
N -0.369 0.309 2.771 -0.0308
H -1.058 0.992 -2.953 0.1653
H -1.895 -0.440 -1.805 0.1365
H -1.471 1.115 -0.920 0.1120
H -0.316 -1.883 -1.605 0.1580
H 1.680 1.284 1.499 0.1441
H 0.511 0.877 3.267 0.1283
H -0.346 -0.774 2.952 0.1159
```



## two
This record from OMol25 describes C3H7N3O2 in the gas phase. The level of theory is ωB97M-V with the def2-TZVPD basis set.

As for the SMILES: NC(=O)C/N=C\NO. The calculation puts the HOMO energy at -9.30 eV. As for the spin multiplicity: 1. Its lowest unoccupied orbital energy is 0.79 eV.

Geometry as XYZ:
```
15
Properties=species:S:1:pos:R:3:lowdin_charge:R:1
N -1.860 0.125 2.140 0.1161
C -0.979 0.281 1.001 -0.4399
O -0.190 1.247 1.086 0.0085
C -1.253 -0.568 -0.204 -0.2147
N -0.774 -0.284 -1.537 0.0387
C 0.535 -0.240 -1.551 -0.2104
N 1.447 -0.388 -0.534 -0.0627
O 2.759 0.006 -0.807 -0.0400
H -2.628 -0.652 2.169 0.1470
H -1.715 0.763 2.864 0.0606
H -2.271 -0.852 -0.427 0.1106
H -0.798 -1.540 0.125 0.1379
H 0.967 -0.116 -2.572 0.1350
H 1.137 0.192 0.254 0.0959
H 3.245 -0.828 -0.604 0.1175
```



## three
This record from OMol25 describes C3H7N3O2 in the gas phase. The level of theory is ωB97M-V with the def2-TZVPD basis set.

As for the SMILES: [H]/N=C/C(N)(N)C(=O)O. The calculation puts the HOMO energy at -9.51 eV. As for the spin multiplicity: 1. Its lowest unoccupied orbital energy is 0.43 eV.

Geometry as XYZ:
```
15
Properties=species:S:1:pos:R:3:lowdin_charge:R:1
H 2.495 -1.126 -1.121 0.0500
N 1.936 -0.639 -0.418 0.0691
C 0.683 -0.877 -0.531 -0.1290
C -0.355 0.457 0.132 -0.4903
N 0.094 0.513 1.495 0.0706
N -0.345 1.740 -0.487 0.1108
C -1.523 -0.414 -0.062 -0.3609
O -2.376 -0.420 -0.909 0.1530
O -0.979 -1.716 0.469 -0.0543
H 0.369 -1.620 -1.275 0.1252
H 1.111 0.636 1.477 0.0808
H -0.354 1.308 1.947 0.0979
H -0.811 1.687 -1.392 0.0901
H 0.625 1.997 -0.667 0.0916
H -0.570 -1.527 1.343 0.0954
```



Relative energies with respect to the most stable structure, expressed in hartree: one 0.1857; two 0.0020; three 0.0000.



## one
This record from OMol25 describes 23 unconnected molecules or ions with the total composition H46O23. The level of theory is ωB97M-V with the def2-TZVPD basis set.

The calculation puts the HOMO energy at -10.84 eV. As for the spin multiplicity: 1. Its lowest unoccupied orbital energy is -0.13 eV.

Geometry as XYZ:
```
69
Properties=species:S:1:pos:R:3:lowdin_charge:R:1
O -4.786 -0.230 -0.488 -0.0710
H -4.274 -0.087 0.334 0.0155
H -5.525 -0.826 -0.312 0.0600
O -2.228 -2.111 3.851 -0.0437
H -1.615 -2.862 4.022 0.0483
H -2.409 -2.201 2.947 -0.0409
O -1.936 3.515 -1.508 -0.0451
H -2.319 4.342 -1.157 0.0661
H -1.051 3.794 -1.743 0.0069
O 3.340 -0.271 -0.295 -0.0811
H 3.014 0.401 -0.934 -0.0099
H 3.511 -1.109 -0.725 0.0014
O 0.488 -3.132 4.176 -0.0683
H 1.034 -2.712 3.488 0.0205
H 0.523 -2.415 4.855 0.0595
O 4.127 1.186 4.176 -0.0176
H 5.013 0.961 3.902 0.0769
H 4.270 1.754 4.923 0.0726
O 0.098 1.612 1.485 -0.0630
H -0.289 1.297 2.298 -0.0160
H 1.032 1.791 1.667 0.0107
O 1.771 -0.277 4.079 -0.0828
H 1.745 -0.851 3.317 -0.0222
H 2.730 0.019 4.187 0.0440
O 2.436 1.327 -2.113 -0.0664
H 2.784 1.903 -2.823 0.0621
H 1.765 0.768 -2.622 0.0552
O 0.346 -0.475 -2.905 -0.0630
H -0.312 -0.462 -3.596 0.0039
H -0.001 0.115 -2.229 -0.0008
O 1.521 2.664 -5.090 -0.0076
H 1.117 1.818 -5.328 0.0643
H 1.422 3.292 -5.741 0.0039
O -0.891 0.441 3.626 -0.0270
H -1.204 -0.434 3.713 -0.0152
H -0.108 0.462 4.180 0.0326
O -1.969 -0.065 -4.195 -0.0710
H -2.487 -0.279 -4.996 0.0686
H -2.621 0.321 -3.585 -0.0069
O 0.779 -3.460 -2.672 -0.0882
H 0.786 -2.531 -3.036 0.0434
H 0.437 -3.234 -1.783 0.0135
O -4.360 -0.365 2.074 -0.0659
H -3.716 0.126 2.642 0.0798
H -3.958 -1.237 1.861 0.0206
O 1.212 -1.115 1.543 -0.0781
H 0.795 -0.184 1.558 0.0671
H 1.957 -1.065 0.935 0.0285
O 3.365 -2.720 -1.914 -0.0972
H 3.836 -3.500 -1.651 0.0216
H 2.506 -3.177 -2.291 0.0561
O -2.999 -2.942 1.074 -0.0833
H -3.281 -3.890 1.022 0.0827
H -2.142 -2.932 0.547 0.0479
O -3.859 1.147 -2.723 -0.0998
H -3.692 2.048 -2.280 0.0788
H -4.342 0.722 -1.967 0.0217
O -0.483 -2.369 -0.357 -0.0391
H -0.727 -1.660 -0.944 0.0269
H -0.068 -2.026 0.440 0.0236
O 2.830 1.909 1.752 -0.0610
H 3.321 1.296 1.157 0.0449
H 3.322 1.860 2.590 0.0141
O 0.869 4.568 -2.670 -0.0699
H 1.702 4.698 -2.134 0.0776
H 1.199 3.866 -3.243 -0.0104
O -1.070 0.671 -0.840 -0.0519
H -1.618 1.204 -1.369 -0.0211
H -0.665 1.311 -0.162 0.0637
```



## two
This record from OMol25 describes 23 unconnected molecules or ions with the total composition H46O23. The level of theory is ωB97M-V with the def2-TZVPD basis set.

The calculation puts the HOMO energy at -9.67 eV. As for the spin multiplicity: 1. Its lowest unoccupied orbital energy is -0.43 eV.

Geometry as XYZ:
```
69
Properties=species:S:1:pos:R:3:lowdin_charge:R:1
O 4.082 0.170 3.442 -0.0637
H 4.525 0.967 3.152 -0.0135
H 4.537 -0.537 2.986 0.0167
O 4.604 2.183 1.773 -0.0353
H 3.849 2.240 1.188 0.0195
H 5.310 1.846 1.221 0.0534
O -0.540 0.529 -2.796 -0.0434
H 0.219 1.111 -2.779 -0.0175
H -0.835 0.545 -3.707 0.0083
O -3.115 0.080 2.705 -0.0368
H -3.721 0.489 3.324 0.0716
H -2.774 -0.683 3.172 0.0086
O 3.125 4.470 3.182 -0.0553
H 2.853 3.884 2.476 -0.0236
H 3.190 5.331 2.768 0.0298
O 1.456 2.367 -2.544 -0.0389
H 1.525 2.373 -3.499 -0.0057
H 2.359 2.446 -2.238 0.0489
O 3.385 -0.794 0.298 -0.0532
H 4.340 -0.727 0.287 0.0451
H 3.207 -1.720 0.139 -0.0167
O -4.834 2.431 1.589 -0.0467
H -4.095 2.972 1.867 0.0162
H -4.478 1.544 1.540 -0.0201
O 1.065 -0.998 1.894 -0.0386
H 1.526 -1.170 2.715 0.0650
H 1.760 -0.899 1.244 -0.0009
O -1.936 2.363 1.296 -0.0466
H -1.340 1.838 0.762 0.0045
H -2.243 1.761 1.974 0.0082
O 2.635 -3.383 0.126 -0.0491
H 1.996 -3.422 0.837 -0.0070
H 2.233 -3.879 -0.587 0.0358
O -0.683 0.167 -5.709 -0.0295
H -0.754 -0.530 -6.360 0.0701
H -0.992 0.951 -6.162 0.0722
O -2.625 -2.601 3.350 -0.0266
H -1.902 -2.461 3.961 0.0645
H -3.404 -2.325 3.833 0.0649
O 1.382 1.957 -5.233 -0.0308
H 0.953 1.128 -5.447 0.0094
H 2.070 2.048 -5.891 0.0640
O -4.953 -0.813 0.784 -0.0654
H -4.098 -0.767 1.212 -0.0162
H -4.855 -1.497 0.122 -0.0469
O 2.060 3.517 0.521 -0.0179
H 1.540 2.713 0.506 0.0401
H 2.387 3.607 -0.374 0.0406
O -0.083 0.881 -0.187 -0.0202
H 0.236 0.191 0.396 0.0119
H -0.047 0.492 -1.061 0.0069
O 1.427 -4.327 2.349 -0.0344
H 0.479 -4.264 2.471 0.0399
H 1.564 -5.203 1.987 0.0578
O 0.237 -3.509 -1.802 -0.0354
H -0.079 -4.412 -1.758 0.0517
H -0.432 -2.998 -1.345 0.0198
O -4.539 -2.330 -1.234 -0.0236
H -4.751 -3.155 -1.669 0.0633
H -4.404 -1.709 -1.950 0.0664
O -1.696 -2.729 -4.124 -0.0492
H -1.769 -1.956 -4.684 0.0016
H -0.983 -2.522 -3.520 -0.0009
O -0.902 4.943 1.196 -0.0669
H -0.003 4.719 0.953 -0.0083
H -1.330 4.098 1.336 -0.0289
O -0.992 -2.540 0.904 -0.0408
H -0.448 -1.781 1.114 -0.0131
H -1.482 -2.714 1.708 -0.0093
```



Relative energies with respect to the most stable structure, expressed in hartree: one 0.0000; two 0.0955.



## one
This record from OMol25 describes 4 unconnected molecules or ions with the total composition H8O4. The level of theory is ωB97M-V with the def2-TZVPD basis set.

As for the SMILES: O.O.O.O. The calculation puts the HOMO energy at -10.96 eV. As for the spin multiplicity: 1. Its lowest unoccupied orbital energy is 0.73 eV.

Geometry as XYZ:
```
12
Properties=species:S:1:pos:R:3:lowdin_charge:R:1
O -0.353 -1.829 -3.075 -0.0806
H 0.144 -1.369 -2.376 -0.0075
H 0.212 -1.644 -3.836 0.0317
O -0.040 -2.430 1.790 -0.0584
H 0.870 -2.643 1.579 0.0301
H -0.635 -2.919 1.224 0.0294
O 0.114 -0.323 -0.671 -0.0480
H 0.605 0.229 -0.061 0.0476
H -0.789 0.005 -0.672 0.0552
O -0.022 3.970 1.862 -0.0546
H 0.715 4.525 2.105 0.0244
H -0.821 4.427 2.132 0.0307
```



## two
This record from OMol25 describes 4 unconnected molecules or ions with the total composition H8O4. The level of theory is ωB97M-V with the def2-TZVPD basis set.

As for the SMILES: O.O.O.O. The calculation puts the HOMO energy at -11.31 eV. As for the spin multiplicity: 1. Its lowest unoccupied orbital energy is 0.33 eV.

Geometry as XYZ:
```
12
Properties=species:S:1:pos:R:3:lowdin_charge:R:1
O 0.119 10.434 19.608 -0.0187
H -0.783 10.149 19.681 0.0713
H 0.057 11.049 18.889 0.0683
O -0.432 12.653 21.164 -0.0344
H 0.358 12.668 21.706 0.0498
H -0.314 11.841 20.694 -0.0329
O 2.598 10.415 20.920 -0.0481
H 1.681 10.456 20.700 -0.0394
H 3.014 9.885 20.242 0.0322
O -2.521 13.966 19.453 -0.0356
H -2.303 14.624 18.809 0.0209
H -1.727 13.880 19.934 -0.0334
```



## three
This record from OMol25 describes 4 unconnected molecules or ions with the total composition H8O4. The level of theory is ωB97M-V with the def2-TZVPD basis set.

As for the SMILES: O.O.O.O. The calculation puts the HOMO energy at -10.78 eV. As for the spin multiplicity: 1. Its lowest unoccupied orbital energy is 0.06 eV.

Geometry as XYZ:
```
12
Properties=species:S:1:pos:R:3:lowdin_charge:R:1
O -2.914 -0.218 -2.406 -0.0679
H -3.513 -0.831 -1.971 0.0273
H -2.494 0.252 -1.675 -0.0023
O -1.724 0.108 0.371 -0.0420
H -0.830 0.439 0.225 0.0366
H -1.651 -0.481 1.127 0.0437
O 2.271 -0.831 -0.717 -0.0721
H 1.960 -0.252 -0.004 -0.0227
H 3.228 -0.822 -0.635 0.0284
O 1.792 0.939 1.518 -0.0439
H 2.532 1.318 2.004 0.0593
H 1.345 0.379 2.162 0.0556
```



Relative energies with respect to the most stable structure, expressed in hartree: one 0.0054; two 0.0000; three 0.0026.